{
  "formula": "C5H3N4O4",
  "method": "ωB97M-V with the def2-TZVPD basis set",
  "species": ["C", "C", "C", "C", "C", "N", "N", "N", "N", "O", "O", "O", "O", "H", "H", "H"],
  "coordinates": [[-1.757, -0.280, 1.408], [-1.412, 0.615, 0.461], [-0.724, -1.141, 1.786], [0.840, -0.026, 0.534], [0.360, 1.909, -1.205], [-0.136, 0.833, 0.114], [0.508, -1.075, 1.337], [1.055, -1.960, -1.407], [1.787, -1.411, -2.007], [0.423, 3.032, -0.829], [0.640, 1.178, -2.104], [2.006, 0.158, 0.203], [2.566, -0.842, -2.602], [-2.828, -0.233, 1.818], [-2.297, 1.201, 0.053], [-1.034, -1.957, 2.438]],
  "atomic_forces_ev_per_a": [[-1.9, -0.2, 0.9], [-0.6, 1.9, -0.7], [0.0, -0.4, 0.1], [1.3, 0.3, 0.2], [0.9, -1.1, 0.5], [-2.0, 0.4, -0.8], [-1.2, -0.9, 1.3], [-2.4, -2.0, 1.4], [-0.6, -0.3, 0.7], [-0.6, 1.3, 0.4], [-0.4, -0.3, -1.2], [0.2, 0.2, 0.0], [3.1, 2.1, -2.5], [1.9, -0.6, -0.6], [1.8, -0.1, 0.0], [0.6, -0.2, 0.1]],
  "total_energy_ha": -712.3479,
  "gap_ha": 0.312,
  "mol_weight_g_mol": 183.1,
  "homo_ev": -4.8186,
  "total_charge": -1
}